Molecular formula: C8H68BCl2N2O29
Method: DFT, ωB97M-V/def2-TZVPD

Output
Net charge = +1
Highest occupied orbital energy = -12.30 eV
LUMO = -3.00 eV
Gap between HOMO and LUMO = 9.3 eV

Each atom is followed by the atoms it is bonded to, with distances in Å.
Geometry (Å):
1 N 0.896 -1.917 1.567  C2 1.469, H18 1.010, H19 1.009
2 C 1.515 -0.980 0.621  N1 1.469, C3 1.531, H20 1.089, H21 1.096
3 C 1.007 -1.227 -0.803  C2 1.531, O4 1.430, C5 1.542, H22 1.089
4 O 2.068 -0.821 -1.672  C3 1.430, H23 0.972
5 C -0.271 -0.481 -1.235  C3 1.542, C6 1.531, H24 1.095, H25 1.092
6 C -1.266 -0.084 -0.142  C5 1.531, N7 1.518, C13 1.527, H26 1.087
7 N -1.287 1.428 -0.010  C6 1.518, C8 1.511, H27 1.027, H28 1.028
8 C -2.127 1.911 1.150  N7 1.511, Cl9 1.779, Cl10 1.753, C11 1.535
9 Cl -2.757 3.500 0.657  C8 1.779
10 Cl -1.089 2.080 2.552  C8 1.753
11 C -3.256 0.901 1.397  C8 1.535, O12 1.398, H29 1.091, H30 1.085
12 O -3.663 0.310 0.197  C11 1.398, C13 1.434
13 C -2.694 -0.487 -0.500  C6 1.527, O12 1.434, C14 1.540, H31 1.094
14 C -2.885 -2.001 -0.301  C13 1.540, B15 1.594, H32 1.098, H33 1.091
15 B -4.028 -2.396 0.737  C14 1.594, O16 1.381, O17 1.366
16 O -5.188 -2.978 0.264  B15 1.381, H34 0.966
17 O -3.924 -2.195 2.083  B15 1.366, H35 0.965
18 H 0.394 -1.472 2.322  N1 1.010
19 H 1.579 -2.529 1.989  N1 1.009
20 H 2.589 -1.152 0.579  C2 1.089
21 H 1.354 0.056 0.939  C2 1.096
22 H 0.830 -2.294 -0.923  C3 1.089
23 H 1.843 -0.979 -2.604  O4 0.972
24 H 0.023 0.419 -1.786  C5 1.095
25 H -0.796 -1.115 -1.953  C5 1.092
26 H -1.015 -0.507 0.828  C6 1.087
27 H -1.716 1.789 -0.871  N7 1.027
28 H -0.343 1.833 0.035  N7 1.028
29 H -2.932 0.192 2.161  C11 1.091
30 H -4.101 1.447 1.803  C11 1.085
31 H -2.853 -0.244 -1.555  C13 1.094
32 H -1.949 -2.482 0.013  C14 1.098
33 H -3.138 -2.446 -1.264  C14 1.091
34 H -5.386 -3.801 0.727  O16 0.966
35 H -3.019 -2.059 2.388  O17 0.965
36 O -5.379 -5.399 -1.804  H37 0.963, H38 0.965
37 H -5.518 -4.657 -1.206  O36 0.963
38 H -6.254 -5.796 -1.890  O36 0.965
39 O -6.656 -1.770 -2.170  H40 0.961, H41 0.963
40 H -6.463 -0.897 -2.525  O39 0.961
41 H -5.971 -1.955 -1.519  O39 0.963
42 O -5.515 -8.055 -3.318  H43 0.964, H44 0.962
43 H -5.122 -7.236 -2.996  O42 0.964
44 H -5.753 -8.550 -2.529  O42 0.962
45 O 2.176 -1.140 -4.465  H46 0.963, H47 0.962
46 H 2.743 -1.833 -4.818  O45 0.963
47 H 1.898 -0.629 -5.233  O45 0.962
48 O 2.871 1.933 -2.001  H49 0.962, H50 0.968
49 H 2.738 2.238 -2.904  O48 0.962
50 H 2.714 0.977 -2.014  O48 0.968
51 O 5.029 -0.507 -2.075  H52 0.964, H53 0.968
52 H 4.134 -0.631 -1.740  O51 0.964
53 H 5.091 0.457 -2.125  O51 0.968
54 O -4.109 -8.441 -5.931  H55 0.967, H56 0.963
55 H -4.650 -8.241 -5.154  O54 0.967
56 H -3.208 -8.312 -5.614  O54 0.963
57 O 0.365 4.778 0.578  H58 0.970, H59 0.961
58 H 0.092 5.444 1.229  O57 0.970
59 H -0.423 4.233 0.518  O57 0.961
60 O -2.553 5.778 -2.056  H61 0.963, H62 0.960
61 H -2.174 6.657 -1.948  O60 0.963
62 H -2.724 5.461 -1.166  O60 0.960
63 O -3.941 1.166 4.286  H64 0.967, H65 0.964
64 H -4.127 1.889 4.901  O63 0.967
65 H -4.740 0.628 4.328  O63 0.964
66 O 5.267 -1.567 0.941  H67 0.964, H68 0.965
67 H 5.159 -1.251 0.036  O66 0.964
68 H 4.960 -2.482 0.914  O66 0.965
69 O -0.183 -4.259 -1.591  H70 0.963, H71 0.963
70 H -0.987 -4.746 -1.800  O69 0.963
71 H 0.460 -4.941 -1.371  O69 0.963
72 O -4.315 2.473 7.054  H73 0.962, H74 0.963
73 H -4.848 2.629 7.840  O72 0.962
74 H -3.420 2.709 7.319  O72 0.963
75 O 7.457 0.049 -3.868  H76 0.965, H77 0.964
76 H 8.019 0.581 -3.293  O75 0.965
77 H 6.630 -0.052 -3.383  O75 0.964
78 O 8.795 -1.121 -1.446  H79 0.966, H80 0.966
79 H 8.201 -1.604 -0.858  O78 0.966
80 H 8.455 -1.306 -2.331  O78 0.966
81 O -1.536 -10.219 -6.600  H82 0.964, H83 0.962
82 H -2.442 -9.900 -6.526  O81 0.964
83 H -1.176 -9.759 -7.365  O81 0.962
84 O 6.571 1.212 -6.548  H85 0.961, H86 0.965
85 H 6.865 2.066 -6.879  O84 0.961
86 H 7.086 1.060 -5.746  O84 0.965
87 O -1.451 5.723 2.662  H88 0.962, H89 0.965
88 H -2.290 5.477 2.262  O87 0.962
89 H -1.568 5.593 3.611  O87 0.965
90 O 7.790 -3.322 0.478  H91 0.963, H92 0.963
91 H 7.527 -2.778 1.229  O90 0.963
92 H 8.716 -3.537 0.637  O90 0.963
93 O 4.863 -2.526 3.715  H94 0.961, H95 0.964
94 H 3.976 -2.160 3.676  O93 0.961
95 H 5.337 -2.066 3.012  O93 0.964
96 O -1.649 7.511 4.942  H97 0.965, H98 0.963
97 H -0.833 7.796 4.514  O96 0.965
98 H -2.235 8.263 4.803  O96 0.963
99 O -0.801 10.174 4.103  H100 0.963, H101 0.965
100 H -0.722 11.086 3.807  O99 0.963
101 H -0.111 10.068 4.770  O99 0.965
102 O 2.901 5.158 2.193  H103 0.965, H104 0.961
103 H 2.184 4.862 1.619  O102 0.965
104 H 2.720 4.769 3.054  O102 0.961
105 O 1.721 8.677 4.013  H106 0.963, H107 0.964
106 H 2.036 7.886 3.563  O105 0.963
107 H 1.318 9.208 3.317  O105 0.964
108 O -0.721 -0.987 4.301  H109 0.963, H110 0.964
109 H -0.497 -0.075 4.089  O108 0.963
110 H -0.219 -1.180 5.101  O108 0.964